(one)
Molecular formula: C5H10
Method: DFT, ωB97M-V/def2-TZVPD

Geometry as XYZ:
```
15
Properties=species:S:1:pos:R:3
C -1.21569 1.30425 0.09964
C -0.51006 -0.02628 -0.12207
C -0.91542 -1.12765 0.65534
H -0.53810 -0.10098 -1.48022
H -2.27099 1.18460 -0.15417
H -0.80284 2.10436 -0.52143
H -1.13984 1.58909 1.15155
H -0.39661 -2.07161 0.62096
H -1.92546 -1.10308 1.04341
C 1.11431 0.13130 0.14770
C 2.03952 -0.74021 -0.28240
H 3.05900 -0.71137 0.08043
H 1.79022 -1.51717 -0.99720
H 0.40980 0.13904 -1.07216
H 1.30216 0.94571 0.83063
```

Summary:
frontier orbital gap: 0.26334 Ha
HOMO energy: -6.4 eV
LUMO energy: 0.027 Eh



(two)
Molecular formula: C5H10
Method: DFT, ωB97M-V/def2-TZVPD

Geometry as XYZ:
```
15
Properties=species:S:1:pos:R:3
C -0.15062 1.11733 -1.65874
C -0.73322 -0.02341 -2.05336
C -2.24910 -0.12546 -2.15695
H 0.92499 1.13287 -1.77134
H -0.73058 1.83609 -1.09402
H -0.17245 -0.75313 -2.62974
H -2.77475 0.76685 -2.49928
H -2.53007 -0.93856 -2.82661
H -2.67245 -0.35540 -1.17126
C 2.35747 -0.53352 3.35748
C 1.24504 -0.47130 2.61700
H 2.51077 0.11843 4.21233
H 3.32982 -0.90385 3.03625
H 0.61290 0.40080 2.72221
H 1.03225 -1.26775 1.91601
```

Summary:
frontier orbital gap: 0.39473 Ha
SMILES: C=CC.C=C
HOMO energy: -9.6 eV
LUMO energy: 0.042 Eh



(three)
Molecular formula: C5H10
Method: DFT, ωB97M-V/def2-TZVPD

Geometry as XYZ:
```
15
Properties=species:S:1:pos:R:3
C 0.33860 -0.62702 1.00495
C 1.58134 0.10902 0.67590
C 0.50877 -0.19764 -0.40389
C -0.46117 0.80086 -0.68113
C -1.88806 0.34149 -0.74607
H 0.54895 -1.86171 1.08383
H 1.05035 -2.67008 1.21746
H -0.34732 -0.17229 1.71264
H 1.69812 1.14250 0.95188
H 2.49552 -0.46781 0.75890
H 1.04072 -0.92685 -1.03354
H -0.15550 1.64636 -1.28782
H -2.09305 -0.46079 -1.46531
H -2.10682 -0.04525 0.25311
H -2.62891 1.11627 -0.94293
```

Summary:
frontier orbital gap: 0.19286 Ha
HOMO energy: -6.8 eV
LUMO energy: -0.059 Eh



(four)
Molecular formula: C5H10
Method: DFT, ωB97M-V/def2-TZVPD

Geometry as XYZ:
```
15
Properties=species:S:1:pos:R:3
C -0.00141 -1.13343 -0.51580
C 1.13973 -0.42378 0.01200
C 1.31772 1.03819 -0.21707
C -1.33974 -0.65038 0.12726
C -2.02964 0.43616 -0.14109
H -0.20204 -0.85333 -1.55746
H 0.08417 -2.21413 -0.42857
H 1.96345 -0.99097 0.42859
H -0.55356 -0.74427 1.74786
H 0.25922 -0.58555 1.86885
H 2.26838 1.39310 0.17960
H 1.27121 1.28881 -1.28170
H 0.50363 1.60562 0.25405
H -1.76392 1.16047 -0.91247
H -2.91721 0.67351 0.43596
```

Summary:
frontier orbital gap (alpha / beta): 0.28346 / 0.31974 Ha
HOMO energy (alpha / beta): -7.8 / -8.3 eV
LUMO energy (alpha / beta): -0.004 / 0.014 Eh



(two) has the most favorable energy; the next structure is 3.277 eV above.